No. 1
Molecular formula: C15H14Cl2N2O3
Method: DFT, the ωB97M-V functional and the def2-TZVPD basis

Geometry as XYZ:
```
36
Properties=species:S:1:pos:R:3:forces:R:3:lowdin_charge:R:1
Cl 4.45362 2.62796 0.65233 -2.233 6.313 2.020 0.930
Cl 8.07167 -1.11429 0.72487 0.215 0.416 0.375 0.652
O 2.78755 1.00062 -0.62098 -1.725 -1.227 -1.380 -0.111
O -6.61276 -0.74981 0.99071 -7.650 -2.940 2.567 0.073
O -0.96528 1.35337 -0.64327 1.542 4.083 -4.612 0.132
N -1.89694 0.04549 0.69346 -7.855 -4.600 3.256 0.052
N -3.23628 0.20671 0.25909 -0.852 -0.080 -1.592 0.097
C -7.53145 0.66744 -0.67250 -3.369 -1.871 2.962 -0.039
C -5.67851 -0.14584 0.44843 5.532 0.759 -1.693 -0.436
C -4.26390 -0.51260 0.67689 2.797 2.486 2.434 -0.024
C 1.17700 -0.91128 -0.19424 -0.963 7.631 0.365 -0.041
C 6.50880 -0.46383 0.37718 -0.028 -0.471 -3.836 -0.679
C 6.19390 0.94531 0.31071 11.534 -2.778 6.127 -0.186
C 0.28514 0.04332 0.91031 8.305 2.959 -3.642 -0.019
C 4.30607 -0.79548 -0.63364 3.219 -9.100 -4.336 -0.088
C 5.68606 -1.23036 -0.40928 -0.063 -3.226 1.302 -0.099
C -0.79600 0.54541 0.16928 -2.791 -0.930 2.025 -0.676
C 5.01380 1.24022 0.21547 -9.310 -1.544 -4.895 -0.783
C 1.74553 0.11162 -1.21294 1.010 1.639 -3.437 -0.144
C 3.96893 0.39281 -0.54601 0.511 8.333 4.767 -0.350
C -7.83331 -0.24688 0.32733 0.202 -0.429 0.553 -0.019
C -6.19883 0.66269 -0.40535 5.854 7.648 -10.044 -0.156
H -4.16225 -0.97354 1.68313 0.164 -0.913 -0.657 0.124
H 0.99481 1.15145 1.08972 -1.835 -3.795 0.048 0.233
H 3.76997 -1.44579 -1.36463 0.029 0.067 1.185 0.133
H -8.32674 1.24983 -1.27028 2.043 -1.056 0.972 0.154
H -8.76162 -0.48466 0.80017 -0.051 -0.606 0.313 0.103
H 1.01021 0.86323 -1.77045 1.056 -1.691 2.116 0.159
H 0.50834 -1.41472 -0.72838 -2.814 -2.767 -1.905 0.068
H 1.89832 -1.44218 0.24723 2.565 -2.101 1.767 0.057
H -5.49476 1.23917 -1.31262 -1.571 -1.517 3.209 0.193
H 2.25230 -0.30469 -2.21479 -0.978 0.076 2.381 0.154
H 6.02429 -2.38424 -0.66349 -1.149 3.221 0.682 0.157
H 6.91460 1.58843 1.04263 -1.696 -1.107 -2.257 0.173
H 0.14258 -0.58289 1.68616 -0.834 -1.286 2.907 0.062
H -1.95486 -0.73200 1.35773 1.187 0.405 -0.048 0.142
```
Positions in Å, forces in eV/Å.

Energy relative to the best compared isomer or geometry (same formula, charge and spin) in eV: 9.216
Calculated total energy in eV: -49938.0658
Frontier orbital gap in Ha: 0.3095
Lowest unoccupied orbital energy in eV: 0.028
E_HOMO in eV: -8.393


No. 2
Molecular formula: C29H26BrN8O7Ru
Method: DFT, the ωB97M-V functional and the def2-TZVPD basis

Geometry as XYZ:
```
72
Properties=species:S:1:pos:R:3:forces:R:3:lowdin_spin:R:1
Ru -0.48885 1.06415 0.22887 0.028 -0.249 0.049 0.822
Br 5.20900 1.30121 5.08521 0.003 0.004 0.012 0.000
O -0.98274 -0.66069 0.97635 -0.183 0.055 0.031 0.080
O -0.52166 1.60668 4.32416 -0.064 0.005 -0.003 -0.004
O -3.57678 -1.22993 6.60637 0.000 0.001 -0.010 0.001
O -2.88261 -3.90461 0.96654 -0.001 0.013 -0.010 -0.001
O -2.99304 -2.05176 -0.14121 -0.016 -0.001 -0.012 0.004
O -4.44080 -2.93087 5.58948 0.002 0.007 -0.009 0.001
O -0.56045 1.77393 2.20864 -0.087 0.101 -0.045 0.008
N -3.75041 -1.94063 5.64330 0.009 -0.007 0.014 0.000
N -2.83158 -2.70359 0.87436 0.026 -0.015 -0.008 0.000
N 0.19204 2.83638 -0.44052 -0.056 0.012 -0.117 0.014
N -0.31778 0.02257 -1.53803 0.080 0.110 0.231 -0.005
N 0.97469 5.03498 -1.17650 -0.035 0.008 -0.058 0.032
N -2.46594 1.78042 -0.09106 -0.002 0.022 -0.026 -0.003
N 1.46741 0.35342 0.40591 -0.211 0.030 -0.142 -0.006
N -0.84436 1.15166 3.26920 0.241 -0.028 0.002 0.001
C -1.27996 -0.23321 -2.41993 -0.142 0.013 -0.057 0.001
C -5.00635 2.80410 -0.58667 0.017 -0.014 0.008 0.001
C 3.30016 2.05130 3.13060 -0.055 0.025 -0.043 0.000
C 0.84153 -0.66986 -1.62166 0.067 -0.030 -0.060 0.003
C -3.04583 -1.55776 4.40039 0.008 0.025 0.049 0.005
C 1.60631 5.87626 -3.39567 -0.001 0.005 -0.001 0.001
C -1.60587 -0.07990 3.22846 -0.060 0.057 -0.032 0.006
C 4.05092 1.00145 3.64109 0.012 -0.040 -0.010 -0.001
C 2.34469 0.56033 1.51056 0.014 -0.003 0.057 0.000
C -3.45924 1.62891 0.79424 0.033 -0.029 0.024 0.001
C -3.98224 2.96968 -1.50865 -0.016 -0.001 0.001 0.000
C 3.94116 -0.27291 3.09987 -0.005 0.011 0.014 0.000
C 1.80193 -0.41579 -0.55719 0.107 -0.029 -0.041 0.005
C 2.43936 1.82754 2.06939 0.032 0.122 0.053 -0.001
C -1.70456 -0.84594 2.04686 0.111 0.006 -0.004 0.004
C -4.73305 2.12143 0.58592 -0.014 0.013 -0.018 0.000
C -2.58398 -1.94312 2.10990 0.004 -0.021 0.030 0.006
C 2.09837 5.18306 -2.13548 -0.001 0.005 0.025 0.002
C -2.25301 -0.43977 4.40763 -0.028 -0.028 -0.009 -0.001
C 0.55502 3.88099 -0.80303 0.096 -0.023 0.104 0.018
C -0.24212 6.96853 -2.07557 0.002 -0.006 -0.006 0.001
C 1.07503 -1.59418 -2.61920 -0.020 -0.028 -0.055 -0.001
C 0.24923 6.27814 -0.81357 0.015 0.009 0.021 0.002
C 0.90612 7.19120 -3.05796 0.000 0.000 0.001 0.000
C -1.11869 -1.15295 -3.44566 0.058 -0.009 0.001 0.000
C -3.22728 -2.32633 3.25890 -0.011 -0.022 -0.037 -0.001
C 0.07618 -1.84010 -3.55496 -0.002 0.037 0.044 0.004
C 3.08560 -0.49367 2.03496 0.004 -0.120 0.042 -0.001
C -2.73721 2.45008 -1.22583 0.003 0.009 0.008 0.001
H 0.22702 -2.56687 -4.34118 0.002 -0.001 -0.001 0.000
H -2.21398 0.29630 -2.29664 0.049 -0.058 0.003 0.000
H 3.38520 3.03768 3.56423 0.006 -0.001 -0.002 0.000
H -5.99491 3.19733 -0.78096 0.001 0.004 0.001 0.000
H 0.95857 6.90935 -0.27412 -0.004 0.001 0.006 0.001
H -4.14273 3.49115 -2.44149 -0.001 0.006 0.002 0.000
H 1.62831 7.88818 -2.62209 0.001 0.000 0.000 0.000
H 2.97332 -1.50088 1.65202 -0.019 0.029 -0.046 0.000
H 0.92101 5.21138 -3.92972 -0.001 0.000 0.000 0.000
H 1.85440 2.64549 1.67244 -0.004 -0.019 -0.009 0.000
H 0.53246 7.65832 -3.96816 0.000 0.000 0.000 0.000
H 2.77984 -0.88859 -0.59925 -0.003 0.021 0.039 0.000
H -0.55948 6.01534 -0.13386 -0.004 -0.004 -0.009 0.000
H -3.86793 -3.19862 3.27842 0.001 0.002 -0.003 0.000
H -0.70119 7.91698 -1.79504 0.001 0.000 0.001 0.000
H -1.93373 -1.32399 -4.13374 0.000 -0.010 0.000 0.000
H 2.86200 5.78048 -1.63297 0.006 -0.004 -0.002 0.001
H -2.14946 0.14940 5.30798 0.001 0.005 0.001 0.000
H 2.51122 4.19530 -2.33192 -0.007 -0.003 -0.008 0.000
H -5.49158 1.96586 1.33953 -0.005 -0.005 -0.006 0.000
H -1.02144 6.35758 -2.54145 0.000 0.002 0.002 0.000
H 2.46065 6.05016 -4.05054 0.001 0.000 0.001 0.000
H 4.51062 -1.09063 3.51855 0.002 0.000 -0.003 0.000
H -3.22980 1.09091 1.70072 0.012 0.002 0.012 0.000
H 2.01580 -2.12684 -2.64706 0.000 0.002 -0.014 0.000
H -1.92006 2.56028 -1.92620 0.001 0.028 0.029 0.000
```
Positions in Å, forces in eV/Å.

Energy relative to the best compared isomer or geometry (same formula, charge and spin) in eV: 0.000
2S+1: 2
Calculated total energy in eV: -129351.8498
Frontier orbital gap (alpha / beta) in Ha: 0.2592 / 0.2256
Net charge: +2
Lowest unoccupied orbital energy (alpha / beta) in eV: -6.610 / -7.525
E_HOMO (alpha / beta) in eV: -13.662 / -13.663


no.,M (g/mol)
1,341.19
2,779.55